1.
Computed, not measured: C53H47N8OP2S2Sr as an isolated structure, with ωB97M-V/def2-TZVPD.

E_HOMO = -9.510 eV
Charge = +1
Energy above the lowest of the compared OMol25 structures with the same formula, charge and spin = 15.3 kcal per mole
Total energy = -110772.49176 eV
Frontier orbital gap = 0.261 hartree

Last column: Löwdin charge in e.
Cartesian coordinates (Å):
Sr (0.4264, 0.4691, -0.2813)  0.883
O (0.9886, 3.9722, 0.2446)  -0.070
N (0.9000, 3.0895, 1.3195)  -0.027
C (1.5340, 3.5681, 2.3121)  -0.092
C (1.5178, 3.0109, 3.6784)  -0.193
C (1.7802, 3.9485, 4.6820)  -0.032
C (1.6413, 3.6300, 6.0203)  -0.057
C (1.2188, 2.3588, 6.3807)  -0.054
C (0.9776, 1.4157, 5.3967)  -0.086
C (1.1508, 1.7109, 4.0453)  -0.311
P (0.8832, 0.3622, 2.8376)  1.049
C (1.9694, -0.9668, 3.4773)  -0.388
C (3.0498, -0.7159, 4.3171)  -0.082
C (3.9037, -1.7447, 4.6997)  -0.077
C (3.6816, -3.0386, 4.2539)  -0.102
C (2.6177, -3.2949, 3.3958)  -0.092
C (1.7821, -2.2651, 2.9966)  -0.153
C (-0.8086, -0.1312, 3.3576)  -0.362
C (-1.1478, -1.3178, 3.9997)  -0.087
C (-2.4545, -1.5336, 4.4176)  -0.079
C (-3.4283, -0.5696, 4.2004)  -0.084
C (-3.1008, 0.6093, 3.5438)  -0.062
C (-1.7988, 0.8244, 3.1250)  -0.095
H (0.4429, 3.5683, -0.4398)  0.049
H (2.0326, 4.5291, 2.1877)  0.138
H (2.0703, 4.9526, 4.3977)  0.115
H (1.8430, 4.3762, 6.7770)  0.112
H (1.0779, 2.1019, 7.4221)  0.112
H (0.6556, 0.4209, 5.6810)  0.117
H (3.2339, 0.2841, 4.6869)  0.104
H (4.7295, -1.5321, 5.3665)  0.107
H (4.3278, -3.8452, 4.5791)  0.103
H (2.4388, -4.3003, 3.0330)  0.109
H (0.9761, -2.4768, 2.3029)  0.061
H (-0.3941, -2.0634, 4.2164)  0.094
H (-2.7033, -2.4495, 4.9392)  0.104
H (-4.4416, -0.7334, 4.5459)  0.106
H (-3.8539, 1.3650, 3.3594)  0.112
H (-1.5487, 1.7542, 2.6261)  0.091
N (1.6094, 2.3071, -3.6851)  -0.125
P (0.3994, 1.0970, -3.5537)  1.014
C (0.4883, 0.3332, -5.2032)  -0.373
C (0.9912, -0.9602, -5.3110)  -0.100
C (1.1097, -1.5635, -6.5560)  -0.080
C (0.7286, -0.8739, -7.6966)  -0.076
C (0.2235, 0.4173, -7.5965)  -0.071
C (0.0971, 1.0171, -6.3547)  -0.089
C (-1.1243, 2.0828, -3.6977)  -0.403
C (-1.1538, 3.4452, -3.4313)  -0.100
C (-2.3598, 4.1331, -3.4435)  -0.072
C (-3.5394, 3.4634, -3.7240)  -0.071
C (-3.5127, 2.1021, -4.0018)  -0.074
C (-2.3128, 1.4144, -3.9847)  -0.110
C (2.6211, 2.5153, -2.7672)  -0.382
C (3.7603, 3.2380, -3.1497)  -0.009
C (4.7592, 3.4390, -2.2283)  -0.053
C (4.6191, 2.9212, -0.9427)  -0.059
C (3.4633, 2.2378, -0.6551)  -0.211
N (2.4688, 2.0317, -1.5340)  0.023
H (1.7840, 2.6939, -4.6012)  0.110
H (1.2915, -1.4936, -4.4160)  0.097
H (1.4982, -2.5704, -6.6346)  0.105
H (0.8183, -1.3433, -8.6675)  0.107
H (-0.0824, 0.9500, -8.4874)  0.108
H (-0.3306, 2.0106, -6.2763)  0.110
H (-0.2332, 3.9717, -3.2072)  0.096
H (-2.3778, 5.1930, -3.2246)  0.109
H (-4.4807, 3.9975, -3.7206)  0.110
H (-4.4338, 1.5771, -4.2202)  0.108
H (-2.2998, 0.3498, -4.1958)  0.111
H (3.8422, 3.6190, -4.1590)  0.114
H (5.6473, 3.9915, -2.5062)  0.114
H (5.3805, 3.0538, -0.1886)  0.108
H (3.3068, 1.8426, 0.3429)  0.063
C (-3.0833, -6.5057, -1.0658)  0.001
C (-3.0471, -5.0712, -0.6588)  -0.259
C (-4.1262, -4.3339, -0.2790)  0.037
C (-3.9192, -2.9787, 0.0580)  -0.274
N (-2.7218, -2.4148, 0.0440)  0.120
C (-1.6558, -3.1385, -0.3246)  -0.794
S (-0.0787, -2.5424, -0.3954)  0.563
N (-1.8456, -4.4492, -0.6797)  0.099
C (-5.0686, -2.1012, 0.4178)  -0.003
H (-4.0886, -6.9043, -0.9644)  0.091
H (-2.4083, -7.0964, -0.4447)  0.097
H (-2.7688, -6.6137, -2.1052)  0.099
H (-5.1110, -4.7745, -0.2530)  0.126
H (-1.0150, -4.9522, -0.9615)  0.139
H (-5.9594, -2.6750, 0.6663)  0.087
H (-5.2958, -1.4535, -0.4304)  0.086
H (-4.7852, -1.4551, 1.2435)  0.085
S (3.3946, -0.9603, 0.2019)  0.644
C (3.9395, -2.5265, 0.0567)  -0.816
N (4.8732, -2.9702, 0.9648)  0.070
C (5.4288, -4.1951, 0.9289)  -0.056
C (5.0489, -5.0630, -0.0438)  -0.036
C (4.0641, -4.5918, -0.9379)  -0.104
N (3.5304, -3.3981, -0.9004)  0.082
H (5.1080, -2.3180, 1.7019)  0.132
H (6.1553, -4.4216, 1.6963)  0.138
H (5.4687, -6.0528, -0.1188)  0.109
H (3.7012, -5.2458, -1.7251)  0.118
N (-6.8849, 3.6513, 0.3281)  0.144
C (-5.8154, 3.2409, 0.2222)  -0.196
C (-4.4802, 2.7296, 0.0821)  -0.259
C (-3.3804, 3.5317, 0.3760)  -0.047
C (-2.1013, 3.0173, 0.2180)  -0.181
C (-1.8292, 1.7070, -0.2225)  -0.271
C (-2.9792, 0.9494, -0.5076)  -0.171
C (-4.2736, 1.4290, -0.3681)  -0.063
H (-3.5378, 4.5456, 0.7247)  0.115
H (-1.2848, 3.6842, 0.4898)  0.057
H (-2.8735, -0.0795, -0.8462)  0.057
H (-5.1318, 0.8125, -0.6104)  0.098

---

2.
Computed, not measured: a 2-piece molecular cluster, C5H11O2 overall in a non-equilibrium geometry, with ωB97M-V/def2-TZVPD.

Expectation value of S² = 0.75
E_HOMO (spin up / spin down) = -9.844 / -9.831 eV
Multiplicity = 2
Energy above the lowest of the compared OMol25 structures with the same formula, charge and spin = 31.8 kcal per mole
Total energy = -9455.06920 eV
Frontier orbital gap (spin up / spin down) = 0.397 / 0.281 hartree

Last column: Löwdin charge in e.
Cartesian coordinates (Å):
C (-0.4034, -0.1150, 1.2503)  -0.299
O (-0.1109, 0.2038, 2.5474)  0.017
C (0.5056, 0.5661, 0.2287)  -0.178
C (0.2497, -0.0023, -1.1614)  -0.219
C (-0.1030, 0.9017, -2.2953)  -0.189
C (-0.8141, 0.5852, -3.3689)  -0.010
H (-1.4715, 0.1338, 1.1404)  0.160
H (-0.3568, -1.2065, 1.1444)  0.135
H (0.3427, 1.6405, 0.3432)  0.115
H (1.5203, 0.4420, 0.6090)  0.115
H (-0.5784, -0.7216, -1.0754)  0.108
H (0.9917, -0.7661, -1.4226)  0.124
H (0.2407, 1.9357, -2.2447)  0.100
H (-1.2051, -0.4011, -3.6009)  0.059
H (-0.8882, 1.2874, -4.1920)  0.050
H (1.2756, -1.6436, 4.5383)  0.031
H (0.3269, -1.0038, 3.5305)  -0.037
O (0.4783, -1.8363, 4.0288)  -0.084

---

3.
Computed, not measured: an isolated molecule of C4H8O2 in a non-equilibrium geometry, with ωB97M-V/def2-TZVPD.

E_HOMO = -10.292 eV
Structure (SMILES) = CCC(=O)CO
Energy above the lowest of the compared OMol25 structures with the same formula, charge and spin = 50.2 kcal per mole
Total energy = -8371.10559 eV
Frontier orbital gap = 0.409 hartree

Last column: Löwdin charge in e.
Cartesian coordinates (Å):
C (-2.1249, 0.4875, -0.3011)  -0.026
C (-0.8431, -0.5001, 0.2833)  -0.116
C (0.4583, 0.1947, 0.0303)  -0.390
O (0.4651, 1.3789, -0.2433)  0.069
C (1.8112, -0.5155, 0.1044)  -0.209
O (2.8382, 0.4171, -0.0374)  -0.054
H (-2.8981, 0.7666, 0.4387)  0.065
H (-2.2611, -0.3691, -0.9034)  0.025
H (-1.8433, 1.4363, -0.8014)  0.066
H (-0.7333, -1.5662, -0.0940)  0.127
H (-1.0146, -0.6615, 1.3475)  0.105
H (1.8879, -1.0398, 1.0695)  0.130
H (1.8748, -1.2904, -0.6792)  0.131
H (2.3830, 1.2615, -0.2141)  0.078

---

4.
Computed, not measured: a 4-piece molecular cluster, C7H15NO overall in a non-equilibrium geometry, with ωB97M-V/def2-TZVPD.

E_HOMO = -8.405 eV
Energy above the lowest of the compared OMol25 structures with the same formula, charge and spin = 117.2 kcal per mole
Total energy = -11035.59188 eV
Frontier orbital gap = 0.286 hartree

Last column: Löwdin charge in e.
Cartesian coordinates (Å):
C (-0.1563, 1.2551, -1.4932)  -0.101
C (-0.7615, 0.1176, -2.0418)  -0.061
C (-0.8513, 2.0405, -0.4748)  -0.580
N (-0.1300, 3.0682, 0.0771)  0.158
O (-1.9399, 1.7114, -0.0121)  0.035
H (0.8494, 3.1886, -0.1117)  0.096
H (-0.5126, 3.5237, 0.8884)  0.107
H (0.4480, 0.1697, 0.2449)  0.041
H (0.8300, 1.5726, -1.8064)  0.105
H (-0.3026, -0.2920, -2.9347)  0.081
H (-1.0366, -0.9819, -1.0416)  0.098
H (-1.8343, 0.2186, -2.1852)  0.096
C (2.0018, -1.3887, 0.3862)  -0.105
C (-1.3843, -1.8453, 0.1241)  -0.012
C (0.9149, -0.5325, 0.9522)  -0.293
C (0.6683, -0.3807, 2.2516)  -0.011
H (2.1145, -1.2290, -0.6882)  0.065
H (2.9745, -1.1893, 0.8384)  0.073
H (-1.8988, -2.5321, -0.5332)  -0.002
H (-1.9874, -1.0314, 0.4984)  0.007
H (-0.9742, -2.4080, 0.9498)  0.019
H (1.8103, -2.4546, 0.5058)  0.073
H (1.2277, -0.9245, 3.0003)  0.056
H (-0.0696, 0.3239, 2.6059)  0.052

---

Question: Which of these has the lowest energy above the lowest of the compared OMol25 structures with the same formula, charge and spin?
Answer: C53H47N8OP2S2Sr